The following is a quantum chemistry calculation of C48H58N6ORb as an isolated structure in a non-equilibrium geometry, from the Open Molecules 2025 dataset.

Structure (ORCA input):
```
! RIJCOSX wB97M-V def2-TZVPD def2/J DEFGRID3
* xyz -1 1
Rb 0.9321 0.9448 -1.0948
N -0.1645 2.6901 0.9550
C 0.8830 3.1746 1.9279
C 1.5499 4.4474 1.4503
C 2.5042 4.2043 0.2474
N 1.7510 3.9152 -0.9328
H -0.9879 3.2768 0.9945
H -0.4630 1.6713 1.1421
H 1.6895 2.4107 2.0723
H 0.4053 3.2953 2.9231
H 2.1342 4.8580 2.3031
H 0.8739 5.2308 1.1384
H 3.2786 3.3957 0.3421
H 2.9945 5.2149 0.1977
H 2.0707 4.3283 -1.8078
H 0.8022 4.2090 -0.8225
C 6.0265 -0.5682 -1.0256
C 5.1826 -1.3039 -0.0347
C 5.8185 -1.7023 1.1329
C 5.1239 -2.1971 2.1900
C 3.7315 -2.3239 2.0937
C 3.0220 -2.1120 0.8889
C 1.5881 -2.4043 0.7693
C 3.7712 -1.4712 -0.1382
N 3.1405 -1.0660 -1.2865
C 3.1706 -1.7055 -2.3864
C 3.4418 -3.1879 -2.5554
C 2.9746 -0.7861 -3.5752
C 4.0795 -0.7235 -4.6108
N 1.8727 -0.1605 -3.6814
C 1.2905 0.6334 -4.6184
C 1.6938 1.9815 -4.8745
C 2.8988 2.6501 -4.2251
C 1.0239 2.7715 -5.8902
C -0.0260 2.2103 -6.6292
C -0.4674 0.9106 -6.3376
C 0.1009 0.1813 -5.2791
C -0.4368 -1.1565 -4.9743
H 6.7529 0.0178 -0.5109
H 5.4606 0.0845 -1.7147
H 6.6673 -1.2558 -1.6120
H 6.9051 -1.7693 1.2110
H 5.5839 -2.3558 3.1789
H 3.1245 -2.5340 2.9969
H 1.2363 -3.1570 1.4457
H 1.2641 -2.7208 -0.2263
H 0.9711 -1.4442 0.9747
H 3.2636 -3.7568 -1.6528
H 4.4801 -3.3170 -2.9047
H 2.7834 -3.6145 -3.3294
H 4.1140 -1.6735 -5.1812
H 5.0767 -0.6013 -4.1263
H 3.9547 0.0965 -5.3279
H 3.3195 3.3492 -4.9364
H 3.6366 1.9286 -4.0093
H 2.5885 3.1767 -3.3059
H 1.3996 3.8043 -6.0626
H -0.5224 2.7993 -7.3613
H -1.2832 0.4833 -6.8935
H -1.1267 -1.1968 -4.1200
H 0.3801 -1.8639 -4.8891
H -1.0915 -1.3867 -5.8256
C -0.1110 -0.1877 1.6775
C -0.5318 -0.4117 2.8426
C -0.8130 -0.5786 4.1884
C -2.0531 -1.1036 4.7360
C -2.0694 -1.8466 6.0023
C -3.2281 -2.4344 6.4510
C -4.3667 -2.4513 5.6458
C -4.4001 -1.6936 4.4764
C -3.2222 -1.1142 4.0055
C 0.1485 0.0294 5.0324
C 1.4690 0.3955 4.5239
C 2.3373 1.2000 5.2432
C 1.9737 1.6664 6.5141
C 0.7372 1.3472 7.0285
C -0.1724 0.5459 6.3512
H -1.1299 -1.8956 6.5342
H -3.2828 -2.8851 7.4339
H -5.2724 -2.9496 5.9401
H -5.3486 -1.6179 3.8873
H -3.2131 -0.5954 3.0325
H 1.7869 0.0777 3.5420
H 3.2588 1.5068 4.7404
H 2.6148 2.3493 7.0587
H 0.3812 1.7626 7.9700
H -1.2314 0.3992 6.7673
C -3.2638 -2.9538 -0.3954
C -4.3431 -2.4753 -1.3938
N -5.2619 -1.5939 -0.7284
C -6.3258 -2.2597 0.0146
C -6.5911 -1.6127 1.3868
C -5.4087 -0.2384 -0.9777
O -6.5294 0.2604 -0.7000
C -4.2968 0.5842 -1.4742
C -4.6968 1.6342 -2.3533
C -3.6799 2.4764 -2.8517
C -2.3767 2.2792 -2.3449
N -1.9955 1.3776 -1.5134
C -2.8950 0.5768 -1.0509
H -2.4790 -3.4113 -1.0088
H -3.6370 -3.6702 0.3581
H -2.7823 -2.0928 0.0557
H -4.9384 -3.3031 -1.8297
H -3.7713 -1.9461 -2.2062
H -6.1706 -3.3495 0.1605
H -7.2304 -2.1106 -0.5907
H -5.7095 -1.4624 1.9826
H -7.1794 -2.2954 2.0045
H -7.0084 -0.6097 1.2263
H -5.7404 1.7273 -2.6092
H -3.8987 3.2642 -3.5876
H -1.6116 2.9385 -2.7972
H -2.6542 -0.0783 -0.2067
*
```

Energy above the lowest of the compared OMol25 structures with the same formula, charge and spin = 160.9 kJ/mol
Gap between HOMO and LUMO = 2.63 eV
LUMO level = 1.42 eV

=====

The following is a quantum chemistry calculation of C48H60N4O2P2STi as an isolated structure, from the Open Molecules 2025 dataset.

Structure (ORCA input):
```
! RIJCOSX wB97M-V def2-TZVPD def2/J DEFGRID3
* xyz 0 1
Ti 0.9560 0.3260 0.3607
O 0.8495 0.1775 4.3500
C 1.5151 0.3069 3.3398
O 0.9745 0.0581 2.1603
C 2.9500 0.7175 3.3487
C 3.4893 0.8667 4.6347
C 4.8024 1.2257 4.8392
C 5.6087 1.4561 3.7266
C 5.0934 1.3235 2.4592
C 3.7588 0.9461 2.2221
S 3.3488 0.8337 0.5192
H 2.8279 0.6833 5.4707
H 5.1936 1.3315 5.8412
H 6.6432 1.7468 3.8512
H 5.7235 1.5178 1.6016
C 1.9814 -1.6295 -6.2905
C 0.6760 -1.4520 -5.8519
C 0.4341 -0.9078 -4.6019
C 1.4968 -0.5348 -3.7787
C 2.7990 -0.7211 -4.2248
C 3.0406 -1.2647 -5.4768
P 1.2171 0.2665 -2.1730
C -0.2176 -0.5420 -1.3237
C -1.3821 0.3801 -1.0371
C -2.8800 -0.0146 -0.7352
C -2.9298 -2.0989 -2.1131
C -1.4966 -2.5886 -2.0985
C -0.3835 -1.9203 -1.7649
C 0.7697 1.9851 -2.5640
C 0.5069 2.4414 -3.8295
C 0.2769 3.8165 -4.0543
C 0.3340 4.6998 -3.0171
C 0.6111 4.2640 -1.6954
C 0.6783 5.1729 -0.6152
C 0.9699 4.7113 0.6377
C 1.1765 3.3368 0.8728
C 1.0818 2.4056 -0.1336
C 0.8198 2.8852 -1.4523
H 2.1704 -2.0551 -7.2671
H -0.1545 -1.7390 -6.4829
H -0.5821 -0.7776 -4.2586
H 3.6283 -0.4429 -3.5863
H 4.0582 -1.4053 -5.8143
H -1.4366 1.1481 -1.8235
H -3.5214 0.5114 -1.4466
H -3.5567 -2.9958 -2.2049
H -1.3521 -3.6061 -2.4438
H 0.5503 -2.4711 -1.8623
H 0.4952 1.7600 -4.6698
H 0.0726 4.1651 -5.0574
H 0.1783 5.7575 -3.1886
H 0.5165 6.2266 -0.8013
H 1.0472 5.4062 1.4651
H 1.4166 3.0250 1.8877
C -4.2140 1.1498 3.0527
C -2.7983 0.9002 2.5308
C -1.7992 1.8885 3.1808
C -2.3766 -0.5091 2.9573
P -2.5910 1.1328 0.7057
N -1.0442 0.9962 0.2903
C -3.3926 -1.4564 -0.7665
C -2.9475 -2.3690 0.3766
C -3.1839 -1.2406 -3.3521
C -4.9238 -1.3892 -0.7355
C -3.4395 2.7105 0.1720
C -4.9587 2.5065 0.1103
C -3.1075 3.9015 1.0795
C -2.9377 3.0972 -1.2325
H -4.2234 0.9319 4.1211
H -4.9449 0.4909 2.5803
H -4.5408 2.1804 2.9267
H -1.4889 1.4713 4.1374
H -2.2440 2.8647 3.3524
H -0.8904 2.0199 2.5882
H -2.3171 -0.5150 4.0453
H -1.3883 -0.7726 2.5849
H -3.1068 -1.2546 2.6570
H -2.0478 -2.0114 0.8613
H -2.7415 -3.3751 0.0111
H -3.7288 -2.4498 1.1354
H -2.5516 -0.3521 -3.3572
H -4.2214 -0.9170 -3.4347
H -2.9434 -1.8081 -4.2510
H -5.2667 -0.9058 0.1822
H -5.3469 -2.3937 -0.7526
H -5.3352 -0.8329 -1.5766
H -5.4223 2.4851 1.0949
H -5.2371 1.5922 -0.4143
H -5.3964 3.3408 -0.4406
H -3.5210 3.8040 2.0802
H -3.5428 4.7976 0.6340
H -2.0312 4.0600 1.1508
H -3.2506 2.3993 -2.0083
H -1.8539 3.2065 -1.2625
H -3.3771 4.0648 -1.4784
C 5.4166 -4.0247 1.2794
C 5.3379 -2.5453 0.9712
N 4.0620 -2.2707 0.3443
C 2.8946 -2.7598 0.8630
N 1.7786 -2.1444 0.5945
C 0.5874 -2.7489 1.1587
C 0.6287 -4.2626 1.0725
C 1.8197 -4.7380 1.8771
N 2.9846 -3.9290 1.5780
C 4.2331 -4.3872 2.1554
H 6.3454 -4.2662 1.7969
H 5.3823 -4.5944 0.3491
H 6.1269 -2.2372 0.2822
H 5.4662 -1.9613 1.8954
H 3.9355 -1.3019 0.0544
H -0.2713 -2.3620 0.6149
H 0.4668 -2.4442 2.2108
H 0.7354 -4.5637 0.0261
H -0.2877 -4.7123 1.4583
H 2.0625 -5.7800 1.6377
H 1.5986 -4.6949 2.9530
H 4.1588 -5.4713 2.2817
H 4.3672 -3.9554 3.1590
*
```

Energy above the lowest of the compared OMol25 structures with the same formula, charge and spin = 299.3 kJ/mol
Gap between HOMO and LUMO = 7.15 eV
LUMO level = 0.51 eV

=====

The following is a quantum chemistry calculation of a 12-piece molecular cluster, C48H68N12 overall in a non-equilibrium geometry, from the Open Molecules 2025 dataset.

Structure (ORCA input):
```
! RIJCOSX wB97M-V def2-TZVPD def2/J DEFGRID3
* xyz 0 1
C 25.8591 5.8201 12.7759
C 26.9249 5.9366 13.6954
C 26.9848 4.7826 14.4273
N 25.9414 3.9994 13.9863
C 25.2640 4.5993 12.9691
H 25.6464 6.4882 11.9579
H 27.5809 6.7933 13.7126
H 27.5687 4.3260 15.2107
H 25.6000 3.1967 14.4824
H 24.4188 4.1069 12.5221
C 23.2990 8.3632 21.4226
C 23.6346 8.5294 20.0410
C 23.0600 7.4894 19.3803
N 22.2138 6.7885 20.2314
C 22.3681 7.3780 21.4706
H 23.5153 8.9346 22.3117
H 24.3437 9.2080 19.5961
H 23.0981 7.1727 18.3504
H 21.5595 6.0729 19.9815
H 21.8280 7.0203 22.3329
C 20.8322 6.7302 16.6010
C 19.6796 6.7516 17.4713
C 19.7650 5.5773 18.1437
N 20.8732 4.8804 17.8353
C 21.5490 5.5860 16.8636
H 20.9644 7.3728 15.7463
H 18.8907 7.4782 17.5260
H 19.0813 5.1451 18.8614
H 21.1138 3.9882 18.2342
H 22.4143 5.1376 16.4063
C 30.3687 3.9437 18.8902
C 30.0354 3.6431 20.2355
C 28.8083 4.2217 20.4933
N 28.4002 4.8353 19.3577
C 29.3272 4.6701 18.3639
H 31.2927 3.7383 18.3725
H 30.6340 2.9954 20.8541
H 28.1474 4.0723 21.3286
H 27.6020 5.4483 19.2526
H 29.2301 5.1292 17.3988
C 27.8693 8.2867 18.3673
C 26.6377 7.7797 18.8470
C 26.1946 6.8506 17.9327
N 27.0493 6.8535 16.8814
C 28.0798 7.7307 17.1322
H 28.5583 8.9459 18.8700
H 26.1977 7.8677 19.8250
H 25.2771 6.2909 18.0103
H 26.9974 6.1992 16.1088
H 28.8725 7.8244 16.4114
C 22.3467 3.7355 15.1354
C 22.7774 2.4266 14.7974
C 21.6913 1.7848 14.2652
N 20.6285 2.6319 14.3243
C 21.0140 3.8284 14.8644
H 22.9210 4.4360 15.7104
H 23.7208 1.9169 14.9019
H 21.6607 0.8137 13.8028
H 19.6885 2.3959 14.0704
H 20.3050 4.6272 14.9938
C 25.1360 3.1757 17.9253
C 24.0801 3.9971 18.4478
C 24.2653 4.1482 19.7814
N 25.4460 3.5084 20.1144
C 25.9708 2.9896 18.9846
H 25.3631 2.8693 16.9211
H 23.2075 4.3269 17.9108
H 23.7301 4.7439 20.5028
H 25.7979 3.4710 21.0520
H 26.9041 2.4686 19.1429
C 20.1713 3.0427 20.9058
C 21.5867 2.9929 21.0203
C 22.0231 1.9344 20.2678
N 20.9370 1.4364 19.5713
C 19.8162 2.0467 20.0364
H 19.4747 3.7591 21.3074
H 22.3284 3.5919 21.5292
H 23.0167 1.6023 20.0192
H 20.9453 0.5986 19.0207
H 18.8084 1.8321 19.7215
C 23.1124 6.9883 14.8574
C 23.6275 8.4305 14.6724
C 23.2570 9.2570 15.9058
C 23.5313 10.6955 15.7951
N 23.7296 11.8102 15.7366
H 23.4414 6.4863 15.7611
H 23.4459 6.4444 13.9700
H 22.0263 6.9593 14.7087
H 23.2671 8.7874 13.7105
H 24.7137 8.3193 14.6054
H 23.8849 8.9444 16.7451
H 22.1999 9.1349 16.1403
C 26.1906 -0.2727 18.1530
C 27.4383 -0.1954 19.0413
C 28.1463 -1.5179 19.2636
C 27.5297 -2.3671 20.2846
N 27.1078 -3.0236 21.1210
H 26.3806 0.0486 17.1294
H 25.4545 0.3538 18.6456
H 25.7956 -1.2864 18.0542
H 27.1681 0.2533 19.9973
H 28.1537 0.5044 18.6050
H 29.1518 -1.3474 19.6554
H 28.1705 -2.1363 18.3656
C 26.7494 6.9077 22.2685
C 26.9716 5.9394 23.4262
C 25.9349 6.1673 24.4995
C 24.6290 5.6769 24.0273
N 23.6540 5.2396 23.6147
H 27.2741 6.5670 21.3781
H 27.2790 7.8205 22.5541
H 25.7095 7.1596 22.0618
H 27.9416 6.2077 23.8507
H 27.0167 4.8772 23.1853
H 25.8043 7.2308 24.7227
H 26.0918 5.6605 25.4558
C 26.4482 -2.3032 24.6773
C 27.2623 -1.0235 24.8837
C 27.7343 -0.4359 23.5503
C 26.7592 0.4043 22.8754
N 25.9695 1.0628 22.3888
H 25.9119 -2.5560 25.5917
H 27.1349 -3.1282 24.4831
H 25.7513 -2.2190 23.8466
H 28.1917 -1.2733 25.3920
H 26.6691 -0.3055 25.4444
H 28.1352 -1.2128 22.9031
H 28.5536 0.2459 23.8066
*
```

Energy above the lowest of the compared OMol25 structures with the same formula, charge and spin = 89.0 kJ/mol
Gap between HOMO and LUMO = 8.16 eV
LUMO level = 0.33 eV

=====

The following is a quantum chemistry calculation of C48H70O8STa as an isolated structure in a non-equilibrium geometry, from the Open Molecules 2025 dataset.

Structure (ORCA input):
```
! RIJCOSX wB97M-V def2-TZVPD def2/J DEFGRID3
* xyz 3 1
Ta -1.8412 2.1570 -0.1702
C -0.0613 4.2174 -2.1657
O -0.2656 2.9532 -1.4725
C 0.8539 2.0498 -1.6244
C 0.8195 1.1395 -2.6717
C -0.3585 0.9826 -3.6079
C -1.1162 -0.2755 -3.2673
C -0.9364 -1.4653 -3.9685
C -1.5538 -2.6498 -3.5772
C -2.3978 -2.6113 -2.4627
C -2.6167 -1.4517 -1.7369
C -3.4825 -1.4188 -0.5070
C -2.6417 -1.4221 0.7513
C -1.9956 -2.5830 1.1420
C -1.1384 -2.6306 2.2440
C -0.9643 -1.4612 2.9773
C -1.5937 -0.2646 2.6390
C -1.3189 0.9640 3.4816
C 0.0788 1.4997 3.2639
C 1.0592 1.4755 4.2418
C 2.3500 1.9678 4.0154
C 2.6364 2.5106 2.7653
C 1.6880 2.5671 1.7452
C 2.0023 3.1548 0.3867
C 1.9152 2.1454 -0.7358
C 2.9620 1.2431 -0.8973
C 2.9746 0.2859 -1.9087
C 1.8937 0.2699 -2.7900
C 4.0934 -0.7398 -2.0664
C 3.4878 -2.1379 -1.8605
C 5.2099 -0.5336 -1.0442
C 4.6878 -0.6359 -3.4777
C 0.4424 2.0460 2.0409
O -0.5421 2.0842 1.0647
C 3.3810 1.9085 5.1410
C 2.8885 2.7770 6.3075
C 3.5276 0.4518 5.6066
C 4.7512 2.4147 4.6926
C -2.4073 -0.2864 1.5180
O -3.0560 0.9414 1.1090
C -4.4485 1.0352 1.5394
C -0.4182 -3.9336 2.5801
C 0.4746 -4.3066 1.3851
C 0.4602 -3.8011 3.8232
C -1.4537 -5.0410 2.8198
C -1.9404 -0.3205 -2.1613
O -2.0920 0.8650 -1.4307
C -1.3392 -3.9720 -4.3092
C -0.3852 -3.8250 -5.4936
C -2.6893 -4.4886 -4.8265
C -0.7409 -4.9855 -3.3217
H -0.2134 4.0624 -3.2324
H 0.9573 4.5470 -1.9782
H -0.7696 4.9352 -1.7660
H -0.0019 0.9215 -4.6362
H -1.0125 1.8556 -3.5521
H -0.2982 -1.4533 -4.8420
H -2.9138 -3.5130 -2.1558
H -4.1336 -2.2933 -0.5076
H -4.1358 -0.5459 -0.5414
H -2.1539 -3.4770 0.5508
H -0.3148 -1.4601 3.8428
H -1.4190 0.6872 4.5314
H -2.0605 1.7429 3.2950
H 0.8083 1.0633 5.2114
H 3.6239 2.9040 2.5651
H 3.0209 3.5425 0.4142
H 1.3613 4.0126 0.1794
H 3.7892 1.3030 -0.2023
H 1.8715 -0.4569 -3.5928
H 3.0540 -2.2358 -0.8603
H 4.2632 -2.8978 -1.9598
H 2.7112 -2.3588 -2.5954
H 4.8541 -0.6565 -0.0185
H 5.6753 0.4491 -1.1391
H 5.9888 -1.2775 -1.2082
H 3.9503 -0.8527 -4.2514
H 5.4986 -1.3559 -3.5887
H 5.0945 0.3592 -3.6620
H 1.9380 2.4202 6.7067
H 2.7632 3.8164 5.9996
H 3.6161 2.7520 7.1187
H 2.5973 0.0517 6.0116
H 4.2757 0.3934 6.3974
H 3.8532 -0.1927 4.7877
H 4.7260 3.4660 4.3995
H 5.1519 1.8264 3.8643
H 5.4540 2.3292 5.5206
H -4.8908 0.0466 1.4644
H -4.9628 1.7192 0.8667
H -4.4663 1.3834 2.5699
H 1.2208 -3.5287 1.1942
H -0.1031 -4.4616 0.4718
H 1.0108 -5.2321 1.5964
H 1.2487 -3.0562 3.6908
H 0.9459 -4.7557 4.0231
H -0.1224 -3.5428 4.7094
H -2.0653 -5.2288 1.9366
H -2.1165 -4.7869 3.6478
H -0.9447 -5.9719 3.0696
H -0.7688 -3.1333 -6.2461
H -0.2612 -4.7928 -5.9780
H 0.6069 -3.4902 -5.1816
H -3.1417 -3.7801 -5.5222
H -3.3967 -4.6709 -4.0166
H -2.5454 -5.4321 -5.3533
H 0.2116 -4.6298 -2.9225
H -0.5617 -5.9344 -3.8274
H -1.4125 -5.1828 -2.4845
O -3.0275 3.4934 1.4010
H -3.9641 3.6815 1.5246
H -2.5016 4.2320 1.7459
O -0.9143 4.8957 0.8277
H -0.8151 5.8432 0.6630
H -0.2411 4.6906 1.4954
O 0.1977 -0.4713 -0.0240
H 0.1302 -1.2550 0.5369
H 1.0364 -0.5636 -0.4944
C -4.7460 5.2569 -2.0067
S -3.4130 4.1881 -2.4920
C -4.2543 3.0123 -3.5291
O -3.1173 3.3719 -1.1860
H -5.6100 4.6712 -1.6989
H -4.9830 5.8747 -2.8754
H -4.3795 5.8946 -1.2045
H -4.3992 3.4851 -4.5020
H -5.2057 2.7270 -3.0845
H -3.5908 2.1538 -3.6367
*
```

Energy above the lowest of the compared OMol25 structures with the same formula, charge and spin = 0.0 kJ/mol
Gap between HOMO and LUMO = 6.51 eV
LUMO level = -9.02 eV

=====

> What is the formula in the third record?

C48H68N12